10
Properties=species:S:1:pos:R:3 method="wB97M-V/def2-TZVPD" homo_lumo_gap_ev=8.9346 e_tot_ha=-1038.5872 relative_energy_kcal_mol=31.6 smiles="N#C/C(=N/S)NS" e_lumo_ev=0.1 fmax_ev_per_a=2.889
N -1.320 2.867 0.113
C -0.752 1.867 0.243
C -0.189 0.544 0.173
N 0.662 0.323 1.148
S 1.508 -1.088 1.294
N -0.710 -0.207 -0.869
S 0.259 -1.322 -1.724
H 2.113 -0.852 2.501
H -1.225 0.302 -1.570
H -0.347 -2.433 -1.310



9
Properties=species:S:1:pos:R:3 method="wB97M-V/def2-TZVPD" homo_lumo_gap_ev=6.8520 e_tot_ha=-296.5289 relative_energy_kcal_mol=60.5 charge=+1 e_lumo_ev=-8.5 fmax_ev_per_a=4.910
C 1.925 0.478 0.117
C 1.420 -0.740 -0.111
N 2.596 1.362 0.269
N -2.887 0.514 0.106
N -0.785 -0.315 0.304
N -1.778 0.189 0.122
H 1.424 -1.239 -1.074
H 1.552 -1.410 0.622
H -3.467 1.161 -0.354



9
Properties=species:S:1:pos:R:3 method="wB97M-V/def2-TZVPD" s2=2.02 homo_lumo_gap_ev="10.0954 / 7.8305" spin_multiplicity=3 e_tot_ha=-296.5207 relative_energy_kcal_mol=6.9 charge=+1 e_lumo_ev="-5.2 / -8.4" fmax_ev_per_a=4.646
C 3.034 0.362 -0.231
C 1.472 -0.870 0.122
N 2.794 -0.815 0.117
N 1.812 1.360 0.049
N 0.930 0.441 0.098
N -0.354 0.701 0.174
H 0.901 -1.771 -0.039
H -0.627 1.680 0.175
H -1.024 0.012 -0.159



10
Properties=species:S:1:pos:R:3 method="wB97M-V/def2-TZVPD" homo_lumo_gap_ev=6.5827 e_tot_ha=-372.1623 relative_energy_kcal_mol=81.9 charge=-1 e_lumo_ev=4.1 fmax_ev_per_a=2.826
C -1.405 -0.401 0.624
C -0.235 -0.109 -0.138
N -0.941 -0.327 3.793
N -0.124 0.195 3.166
N -2.336 -0.622 1.258
N 0.648 1.045 2.842
O 1.442 1.101 1.792
H -0.486 0.570 -0.955
H 0.214 -1.020 -0.528
H 0.518 0.402 0.533



12
Properties=species:S:1:pos:R:3 method="wB97M-V/def2-TZVPD" homo_lumo_gap_ev=8.6992 e_tot_ha=-845.6360 relative_energy_kcal_mol=61.7 charge=-1 e_lumo_ev=4.0 fmax_ev_per_a=3.401
C 1.443 -1.210 0.876
C 1.566 -0.133 0.338
N -1.034 -2.410 0.321
N -1.084 -1.445 -0.291
N -1.154 -0.402 -0.819
N 1.675 0.975 -0.437
O -0.831 2.182 -0.486
O -2.846 1.149 0.456
S -1.383 1.060 0.332
H 1.035 -1.944 1.508
H 0.798 1.489 -0.368
H 1.814 0.689 -1.430



10
Properties=species:S:1:pos:R:3 method="wB97M-V/def2-TZVPD" homo_lumo_gap_ev=6.5375 e_tot_ha=-695.1731 relative_energy_kcal_mol=57.7 charge=-1 e_lumo_ev=3.8 fmax_ev_per_a=2.383
C 0.647 1.194 1.030
C 1.214 0.582 -1.107
N 1.558 1.152 -0.092
N -0.469 0.593 1.083
N -0.872 0.123 -0.104
N 1.123 0.299 -2.318
S -2.381 -0.620 0.066
H 1.079 1.626 1.884
H 0.754 -0.567 -2.545
H -3.312 0.417 0.315



11
Properties=species:S:1:pos:R:3 method="wB97M-V/def2-TZVPD" homo_lumo_gap_ev=9.2734 e_tot_ha=-426.8966 relative_energy_kcal_mol=101.0 smiles="[H]/N=C/N=c1/nn[nH]o1" e_lumo_ev=-0.5 fmax_ev_per_a=3.033
H 2.873 1.114 -0.295
N 1.962 0.701 -0.362
C 1.864 -0.475 0.089
N 0.692 -1.252 0.103
C -0.431 -0.657 0.058
N -1.755 -1.312 -0.198
N -2.651 -0.380 -0.237
N -2.136 0.820 0.233
O -0.717 0.716 0.147
H 2.717 -0.947 0.669
H -2.416 1.673 -0.207



11
Properties=species:S:1:pos:R:3 method="wB97M-V/def2-TZVPD" homo_lumo_gap_ev=7.7306 e_tot_ha=-426.8713 relative_energy_kcal_mol=116.9 e_lumo_ev=-1.5 fmax_ev_per_a=6.943
H 2.909 -1.152 0.363
N 2.449 -0.125 0.523
C 1.173 -0.166 0.038
N 0.442 -1.390 -0.272
N -0.871 -1.223 -0.348
C -1.371 -0.051 0.058
O -2.735 -0.236 0.383
N -0.839 1.068 -0.108
N 0.598 1.068 -0.290
H -3.179 0.519 0.365
H 1.424 1.689 -0.712



11
Properties=species:S:1:pos:R:3 method="wB97M-V/def2-TZVPD" homo_lumo_gap_ev=7.6859 e_tot_ha=-426.5926 relative_energy_kcal_mol=291.8 e_lumo_ev=-1.9 fmax_ev_per_a=9.055
C -0.145 -0.879 -0.314
C 0.117 0.689 -0.382
H 1.666 -0.400 0.673
H 1.439 -2.056 0.474
H 1.177 2.350 0.401
N 1.183 -1.246 -0.714
N -1.232 -1.417 0.067
N -2.153 0.800 -0.356
N -1.055 1.347 -0.671
N 1.233 1.286 0.473
O -2.231 -0.473 0.348



11
Properties=species:S:1:pos:R:3 method="wB97M-V/def2-TZVPD" homo_lumo_gap_ev=9.9813 e_tot_ha=-426.9159 relative_energy_kcal_mol=88.9 e_lumo_ev=-0.2 fmax_ev_per_a=11.625
C -0.658 -1.154 0.160
C -0.028 0.115 0.006
H 0.746 -2.258 -0.897
H -0.129 -3.242 0.228
H 1.751 2.054 -1.004
N 0.080 -2.266 -0.216
N -0.371 1.100 0.584
N 0.309 2.152 0.270
N 1.158 1.521 -0.589
N 0.899 0.227 -1.049
O -1.597 -1.182 0.960



12
Properties=species:S:1:pos:R:3 method="wB97M-V/def2-TZVPD" homo_lumo_gap_ev=9.5390 e_tot_ha=-502.0482 relative_energy_kcal_mol=116.8 e_lumo_ev=0.1 fmax_ev_per_a=3.681
C 1.280 -1.524 -0.483
C -0.928 -1.119 -0.025
N 0.041 -1.868 -0.080
N 1.566 -0.251 -0.690
N 0.628 0.679 -0.585
N -1.992 -0.560 0.115
N 0.245 1.064 0.521
O -0.637 2.075 0.505
O 0.666 0.686 1.623
H 1.825 -2.326 -0.934
H -2.098 0.413 0.196
H -0.596 2.730 -0.164



14
Properties=species:S:1:pos:R:3 method="wB97M-V/def2-TZVPD" homo_lumo_gap_ev=9.9080 e_tot_ha=-652.4282 relative_energy_kcal_mol=74.5 smiles="Cn1c(=O)n([N+](=O)[O-])n1N=O" e_lumo_ev=0.0 fmax_ev_per_a=3.029
C 2.129 -0.096 -0.176
N 0.757 -0.286 0.142
C -0.111 -1.386 0.073
O -0.099 -2.551 0.162
N -1.219 -0.344 -0.173
N -2.525 -0.294 0.154
O -3.069 -1.333 0.220
O -2.976 0.816 0.353
N -0.269 0.659 -0.037
N -0.445 1.921 -0.159
O 0.435 2.691 0.147
H 2.466 0.780 0.398
H 2.850 -0.959 0.012
H 2.078 0.383 -1.116



7
Properties=species:S:1:pos:R:3 method="wB97M-V/def2-TZVPD" homo_lumo_gap_ev=11.7951 e_tot_ha=-207.9463 relative_energy_kcal_mol=32.2 smiles=N#CCO e_lumo_ev=0.7 fmax_ev_per_a=2.982
N -1.383 1.719 -0.488
C -0.596 1.003 -0.026
C 0.396 -0.022 0.386
O 0.496 -1.103 -0.590
H 1.371 0.490 0.476
H 0.140 -0.811 1.087
H -0.424 -1.276 -0.844



7
Properties=species:S:1:pos:R:3 method="wB97M-V/def2-TZVPD" homo_lumo_gap_ev=11.1777 e_tot_ha=-207.9165 relative_energy_kcal_mol=50.9 smiles="[H]/N=C1/CO1" e_lumo_ev=1.0 fmax_ev_per_a=3.576
H -2.073 1.179 -0.948
N -1.374 1.174 -0.216
C -0.495 0.343 -0.192
C 0.628 -0.458 0.159
O -0.010 -0.895 -1.049
H 1.630 -0.055 0.032
H 0.532 -1.142 1.001



7
Properties=species:S:1:pos:R:3 method="wB97M-V/def2-TZVPD" homo_lumo_gap_ev=10.5901 e_tot_ha=-207.8878 relative_energy_kcal_mol=69.0 e_lumo_ev=-0.7 fmax_ev_per_a=1.746
O 1.046 -0.022 0.594
C 0.338 0.571 -0.360
C -0.932 -0.861 -0.545
N -1.292 -1.354 0.455
H 0.358 -0.533 1.071
H 1.012 1.038 -1.102
H -0.530 1.160 -0.113



8
Properties=species:S:1:pos:R:3 method="wB97M-V/def2-TZVPD" homo_lumo_gap_ev=11.7145 e_tot_ha=-283.1799 relative_energy_kcal_mol=49.0 smiles=N#CC(O)O e_lumo_ev=0.4 fmax_ev_per_a=4.153
N -1.931 -2.064 1.429
C -1.152 -1.312 1.033
C -0.134 -0.450 0.302
O 0.433 0.450 1.138
O -0.676 0.193 -0.811
H 0.704 -1.464 0.109
H 0.950 1.207 0.812
H -1.469 0.582 -0.402



8
Properties=species:S:1:pos:R:3 method="wB97M-V/def2-TZVPD" homo_lumo_gap_ev=11.1850 e_tot_ha=-283.2229 relative_energy_kcal_mol=22.0 e_lumo_ev=0.9 fmax_ev_per_a=1.292
C 0.606 -0.021 0.182
C -2.741 -0.777 -0.188
N -0.596 0.341 0.099
O -3.407 0.119 0.020
O 0.964 -1.280 0.070
H 1.487 0.608 0.343
H 0.163 -1.812 -0.084
H -0.761 1.334 0.207



8
Properties=species:S:1:pos:R:3 method="wB97M-V/def2-TZVPD" homo_lumo_gap_ev=10.3086 e_tot_ha=-283.1576 relative_energy_kcal_mol=63.0 smiles="O=C1N[C@H]1O" e_lumo_ev=0.4 fmax_ev_per_a=7.220
O -1.654 -0.621 1.461
C -0.734 -0.359 0.645
N 0.233 -0.997 -0.032
C 0.188 0.459 -0.004
O -0.270 1.018 -1.215
H 0.932 -1.708 0.415
H 0.788 1.012 0.567
H 0.517 1.195 -1.838



8
Properties=species:S:1:pos:R:3 method="wB97M-V/def2-TZVPD" homo_lumo_gap_ev=11.6370 e_tot_ha=-283.2241 relative_energy_kcal_mol=21.3 smiles="[H]/N=C/OC=O" e_lumo_ev=0.9 fmax_ev_per_a=0.680
H -0.927 -0.844 1.835
N -0.345 -0.384 1.145
C -0.930 -0.156 0.050
O -0.238 0.442 -0.947
C 1.132 0.453 -0.655
O 1.755 1.454 -0.527
H -1.966 -0.354 -0.240
H 1.533 -0.566 -0.610



8
Properties=species:S:1:pos:R:3 method="wB97M-V/def2-TZVPD" homo_lumo_gap_ev=10.9417 e_tot_ha=-283.2077 relative_energy_kcal_mol=31.6 smiles="N=C=O.C=O" e_lumo_ev=0.7 fmax_ev_per_a=4.204
N 1.333 -0.414 0.611
C 2.097 0.144 -0.095
O 2.765 0.808 -0.748
H 1.194 -1.334 1.103
C -1.868 0.157 -0.246
O -1.238 0.247 -1.277
H -1.356 -0.144 0.684
H -2.927 0.535 -0.033